(1)
16
Properties=species:S:1:pos:R:3:forces:R:3:lowdin_charge:R:1 method="wB97M-V/def2-TZVPD" total_energy_ev=-80486.617 total_charge=0 orbital_gap_ev="7.5 / 7.3" homo_energy_ev="-6.9 / -6.7"
C 2.074 -0.971 1.437 -1.04 -0.10 1.44 -0.37
C -0.386 1.969 -1.539 2.30 0.07 -2.66 -0.37
C -0.736 -0.199 1.327 -0.05 -4.39 0.61 -0.52
C -1.010 -0.764 -1.373 0.59 -1.73 1.52 -0.45
S 0.832 0.404 1.307 0.84 0.80 1.06 0.65
Se 0.496 0.246 -1.569 -0.76 -0.06 -1.22 0.85
H 1.626 -1.624 0.652 0.97 -0.45 1.07 0.02
H 2.253 -1.355 2.569 -1.00 0.53 -2.88 0.10
H 3.034 -0.558 1.131 -0.20 0.04 -0.31 0.02
H -0.781 2.215 -2.549 0.78 0.13 0.68 0.05
H -1.180 1.893 -0.939 -3.09 -0.55 2.56 -0.04
H 0.299 2.655 -1.074 0.27 0.59 -0.39 0.02
H -1.449 0.458 1.769 -0.45 0.46 0.11 -0.03
H -0.908 -1.366 1.619 0.52 3.05 -0.81 0.08
H -2.065 -0.590 -1.153 0.55 0.84 -0.35 0.00
H -0.739 -1.831 -1.208 -0.25 0.77 -0.42 -0.01


(2)
17
Properties=species:S:1:pos:R:3:forces:R:3:lowdin_charge:R:1 method="wB97M-V/def2-TZVPD" total_energy_ev=-16651.619 total_charge=0 orbital_gap_ev=9.9 homo_energy_ev=-8.9
C -1.680 -0.942 -0.624 0.25 -0.35 -0.17 -0.07
C -0.551 0.015 -0.233 -1.15 0.33 -0.45 -0.49
N -0.228 0.968 -1.303 0.26 0.33 -0.01 0.03
C 0.694 -0.721 0.212 -0.03 -0.08 0.12 -0.27
C 1.710 0.199 0.875 -0.44 0.38 -0.38 -0.57
S 1.240 0.715 2.552 0.10 -0.20 0.28 0.69
H -1.291 -1.845 -1.091 0.07 -0.15 -0.14 0.07
H -2.254 -1.256 0.252 -0.01 0.06 -0.14 0.08
H -2.325 -0.455 -1.353 -0.27 -0.01 0.16 0.07
H -1.029 0.610 0.542 0.63 0.11 0.57 0.12
H -0.508 0.653 -2.221 0.05 -0.19 -0.01 0.07
H -0.689 1.855 -1.148 0.01 -0.05 -0.05 0.07
H 1.157 -1.105 -0.703 -0.02 -0.20 0.03 0.12
H 0.391 -1.575 0.834 0.30 0.16 0.03 0.11
H 1.725 1.107 0.273 0.20 -0.02 -0.05 0.06
H 2.716 -0.205 0.860 0.06 -0.17 0.26 0.06
H 0.922 1.982 2.276 -0.01 0.04 -0.06 -0.16